No. 1
C4H11N2O | ωB97M-V/def2-TZVPD

```
18
Properties=species:S:1:pos:R:3:mulliken_charge:R:1
O -2.28624 -0.50989 -0.17354 -0.378
N -0.05284 1.49083 -0.34386 -0.939
H 0.60814 2.01965 0.22858 0.285
H 2.65355 -1.26449 -0.08805 0.344
H 0.36086 -1.50646 0.93341 0.395
H -1.15351 0.19808 -1.83731 0.302
H -0.77798 -1.46938 -1.26974 0.363
N -0.38029 0.22060 0.12148 0.740
C 1.80533 -0.49356 -0.20433 -1.133
H 0.51557 1.36874 -1.11025 0.272
C -1.08974 -0.46238 -1.00249 -0.346
H -2.23765 1.13366 1.01909 0.262
C -1.68462 0.22224 0.87060 -0.228
H 2.18190 0.52188 -0.38631 0.318
H -1.50694 -0.20989 1.83672 0.306
H 1.36254 -0.76088 -1.22525 0.349
H 0.96726 0.00899 1.82338 0.319
C 0.71468 -0.50773 0.80788 -0.233
```

Properties
**M**: 103.145 g mol⁻¹
**Charge**: +1
**HOMO energy**: -15.301 eV
**DFT total energy**: -9344.17057 eV
**Gap between HOMO and LUMO**: 12.269 eV


No. 2
C4H11N2O | ωB97M-V/def2-TZVPD

```
18
Properties=species:S:1:pos:R:3:mulliken_charge:R:1
H -0.15150 0.54953 2.57932 0.329
C -0.54667 -0.46174 0.59513 0.053
C 0.75988 0.71647 -1.35620 0.310
C 0.06168 0.89990 0.08478 -0.631
H -1.63469 -0.51102 2.39197 0.294
H 0.85741 1.90609 -3.05332 0.288
H -0.54660 2.04153 -2.19513 0.265
H -0.45115 -1.92441 -0.92258 0.425
H 1.02045 -1.33828 -0.72143 0.318
C -0.57446 -0.43027 2.16730 -0.977
N 0.25893 1.43453 -2.36227 -0.400
N 0.24516 -1.67552 -0.11080 -0.347
O 1.80971 0.11994 -1.37457 -0.608
H 0.78166 1.27977 0.78231 0.411
H 0.01516 -1.30168 2.58926 0.329
H -0.85903 1.71444 0.06417 0.287
H -1.55384 -0.61852 0.23363 0.313
H 0.50789 -2.40076 0.60842 0.341
```

Properties
**M**: 103.145 g mol⁻¹
**Charge**: +1
**HOMO energy**: -14.362 eV
**DFT total energy**: -9347.04482 eV
**Gap between HOMO and LUMO**: 10.910 eV


No. 3
C4H11N2O | ωB97M-V/def2-TZVPD

```
18
Properties=species:S:1:pos:R:3:mulliken_charge:R:1
O -0.49139 -1.99902 -1.32416 -0.449
H 0.94690 1.68870 0.39146 0.413
H 2.28713 -2.68741 -1.07063 0.437
C 1.88797 -1.83200 -0.62353 -1.088
H -0.05279 -0.92229 1.79802 0.315
C 0.44726 -1.63538 -0.76299 0.775
H 2.32575 -1.03156 -1.18466 0.294
H -1.93423 -0.71471 -0.82642 0.345
H 0.46805 1.32066 -1.35048 0.283
H -2.24289 1.00157 -0.62760 0.307
H -2.59673 -0.16142 0.52265 0.336
H 2.13201 -2.18974 0.35750 0.338
H -0.59574 2.16601 -0.30364 0.563
H 0.35912 0.58625 1.91882 0.306
C -0.45103 0.27944 0.33225 0.252
N -1.97049 0.14033 -0.21293 -0.324
N -0.43985 0.01174 1.72697 -0.650
C 0.16509 1.49935 -0.27392 -1.453
```

Properties
**M**: 103.145 g mol⁻¹
**Charge**: +1
**HOMO energy (alpha / beta)**: -12.002 / -12.000 eV
**DFT total energy**: -9343.94583 eV
**Gap between HOMO and LUMO (alpha / beta)**: 8.583 / 8.580 eV


No. 4
C4H11N2O | ωB97M-V/def2-TZVPD

```
18
Properties=species:S:1:pos:R:3:mulliken_charge:R:1
C -2.73042 0.73007 -0.00090 -0.797
O 1.32900 0.85310 -0.56815 -0.350
C -0.58620 -0.30208 0.53897 -0.194
H 2.13467 1.98931 1.00269 0.241
H -3.13471 -0.30476 0.24478 0.303
H -3.17909 0.99336 -1.06746 0.317
H -1.00890 -0.95518 1.23077 0.499
H 0.87103 -2.49593 0.47901 0.403
C 0.89930 -0.24087 0.25618 0.412
H 0.93667 -1.85522 -1.19838 0.361
N 2.41572 1.43207 0.21686 -0.483
C 1.30477 -1.69483 -0.16700 -1.285
N -1.31195 0.53913 -0.12439 -0.003
H -3.11620 1.50892 0.62850 0.328
H 1.22560 -0.08576 1.24054 0.401
H -0.85306 1.17696 -0.71306 0.264
H 2.80734 1.96780 -0.53956 0.265
H 2.40734 -1.77980 -0.20484 0.319
```

Properties
**M**: 103.145 g mol⁻¹
**Charge**: +1
**HOMO energy**: -13.657 eV
**DFT total energy**: -9344.52719 eV
**Gap between HOMO and LUMO**: 9.025 eV


No. 5
C4H11N2O | ωB97M-V/def2-TZVPD

```
18
Properties=species:S:1:pos:R:3:mulliken_charge:R:1
H -3.42429 -2.08210 0.67292 0.344
C -2.45293 -0.09076 0.77600 0.148
N -5.28776 1.23401 -1.59459 -0.450
H -2.14536 -1.68914 1.91898 0.253
H 5.44909 -0.65998 1.64685 0.254
H 2.80588 0.23436 -1.27634 0.255
O -2.80065 0.62512 -0.16161 -0.338
H 5.74135 -0.99838 -0.94285 0.172
H -1.79637 0.38961 1.56463 0.283
H 3.32286 -0.67219 0.61090 0.245
H -5.29390 2.21804 -1.95454 0.250
C 5.28904 -0.01102 0.78299 -0.633
C 4.04199 -0.04478 0.07312 0.065
N 3.68921 0.65276 -0.96376 -0.547
C -2.77906 -1.42419 1.09487 -0.172
H 6.15814 0.63768 0.65719 0.354
H -6.16450 0.81670 -1.40123 0.220
H -4.35275 0.86427 -1.50354 0.298
```

Properties
**M**: 103.145 g mol⁻¹
**Charge**: +1
**HOMO energy**: -11.232 eV
**DFT total energy**: -9336.42188 eV
**Gap between HOMO and LUMO**: 1.810 eV


No. 6
C4H11N2O | ωB97M-V/def2-TZVPD

```
18
Properties=species:S:1:pos:R:3:mulliken_charge:R:1
C 2.07902 -0.30388 1.73489 -1.083
N -1.04254 0.34248 -0.38598 -0.562
H -1.80433 -1.59660 -0.44979 0.394
N 0.33226 -1.07105 0.47958 -0.092
H -1.71192 0.63456 0.42079 0.224
H -0.45834 -1.11125 -1.53646 0.298
H 2.23450 0.46710 2.45308 0.360
H 0.47710 1.01543 -0.69571 0.493
H -1.14577 0.95674 -2.47173 0.418
C 1.05318 -0.02653 0.69930 0.827
H 0.29140 -1.88399 1.07785 0.261
C -1.62244 1.10776 -1.52274 -1.030
H -2.71560 0.94040 -1.64588 0.321
H 1.94760 -1.24152 2.39709 0.282
C -0.82393 -1.05718 -0.55365 -0.410
H -1.53147 2.09176 -1.27446 0.417
H 3.15504 -0.26637 1.29436 0.299
O 1.28623 1.00215 -0.02057 -0.418
```

Properties
**M**: 103.145 g mol⁻¹
**Charge**: +1
**HOMO energy**: -14.262 eV
**DFT total energy**: -9345.58939 eV
**Gap between HOMO and LUMO**: 10.860 eV


No. 7
C4H11N2O | ωB97M-V/def2-TZVPD

```
18
Properties=species:S:1:pos:R:3:lowdin_spin:R:1
H -1.09256 2.39814 -0.04180 0.047
H 5.09648 -2.96423 -1.15806 0.018
H 1.23866 0.64116 0.49068 0.005
H -3.17591 0.88513 -0.48733 0.012
C 0.77190 -0.03388 -0.25270 -0.065
H -0.32657 0.63781 1.75291 -0.002
H 3.44819 -2.42207 -0.54097 0.023
H -1.90157 -0.03994 1.57558 -0.007
N 4.04070 -3.19426 -1.00193 0.932
C -1.76808 1.96782 0.67994 0.072
H -3.74179 2.40296 -0.10906 0.018
O 1.63528 -0.48437 -1.04244 -0.300
C -0.61053 -0.11632 -0.16985 -0.485
C -1.18123 0.56122 1.07265 -0.035
H 3.76022 -3.61217 -1.91301 0.025
H -1.31470 -0.83622 -0.69430 -0.017
N -3.08890 1.66408 0.21134 0.748
H -1.78958 2.54516 1.62836 0.011
```

Properties
**M**: 103.145 g mol⁻¹
**Charge**: +2
**HOMO energy (alpha / beta)**: -16.856 / -16.828 eV
**DFT total energy**: -9330.01665 eV
**Spin multiplicity**: 2
**<S²>**: 1.760
**Gap between HOMO and LUMO (alpha / beta)**: 8.002 / 4.840 eV


No. 8
C4H11N2O | ωB97M-V/def2-TZVPD

```
18
Properties=species:S:1:pos:R:3:lowdin_spin:R:1
H 0.02006 -1.07502 2.55103 0.000
O -0.67521 0.36069 -1.12591 -0.001
C 0.26883 0.07486 -0.41839 0.000
H -3.98716 1.47502 -0.76772 0.025
H -4.18430 -0.13965 -0.22501 0.026
H -1.32200 -0.04691 2.09877 0.001
H 1.21376 -1.13618 -1.65212 0.000
H 2.84746 -1.20333 0.64914 0.000
H 3.13697 0.32330 -0.12605 0.000
H 0.09256 0.59934 2.94294 0.000
H 3.38721 -1.06450 -1.12583 0.000
C 2.77922 -0.69663 -0.30881 0.000
C 0.52597 0.33171 1.00411 0.000
N 1.35803 -0.65496 -0.76879 0.000
N -3.52909 0.63423 -0.38834 0.923
H 1.31957 1.08310 1.08237 0.000
C -0.23100 -0.07948 2.14624 0.001
H -2.58337 0.44968 -0.79182 0.027
```

Properties
**M**: 103.145 g mol⁻¹
**Charge**: +2
**HOMO energy (alpha / beta)**: -18.661 / -18.658 eV
**DFT total energy**: -9331.54700 eV
**Spin multiplicity**: 2
**<S²>**: 0.753
**Gap between HOMO and LUMO (alpha / beta)**: 7.571 / 6.035 eV


No. 9
C4H11N2O2 | ωB97M-V/def2-TZVPD

```
19
Properties=species:S:1:pos:R:3:mulliken_charge:R:1
H 0.27796 2.42985 -0.25558 0.349
C 0.61206 0.19062 -2.06583 -1.157
N -2.24964 -0.42580 1.28620 -0.355
O -0.40165 -0.11712 2.53828 -0.619
O 0.77273 1.61242 -0.19516 -0.530
C -0.01984 -0.58408 0.26081 -0.120
N 1.37831 -0.63709 0.77899 -0.251
C -0.09275 0.61370 -0.76639 -0.231
H 1.73272 -1.58335 0.88620 0.338
H 0.10143 -0.45098 -2.76007 0.382
H -0.23496 -1.54811 -0.20881 0.449
H 0.83279 1.05387 -2.71574 0.352
H 1.37955 -0.19886 1.71651 0.327
H -2.74974 -0.28714 0.42559 0.225
H -1.12281 0.96517 -0.79190 0.561
C -0.91266 -0.30570 1.44650 0.394
H 1.54171 -0.32194 -1.83593 0.248
H -2.80116 -0.30807 2.12347 0.290
H 1.95596 -0.09739 0.13285 0.349
```

Properties
**M**: 119.144 g mol⁻¹
**Charge**: +1
**HOMO energy**: -14.745 eV
**DFT total energy**: -11395.54305 eV
**Gap between HOMO and LUMO**: 11.560 eV


No. 10
C4H11N2O2P | ωB97M-V/def2-TZVPD

```
20
Properties=species:S:1:pos:R:3:mulliken_charge:R:1
H 1.56548 0.19872 1.48703 0.359
H -1.92337 -0.84632 1.78691 0.307
H 1.73443 -1.18147 -1.29141 0.471
O -2.01996 1.03504 -0.62657 -0.340
O -1.15234 -2.62099 -0.29811 -0.699
C 1.52949 0.87316 -1.22409 -0.957
H 1.20786 -1.37280 1.51518 0.338
C 1.84179 -0.66133 0.94443 -1.142
H 1.18535 0.83027 -2.24096 0.315
C -1.62270 0.99971 0.85916 -0.236
H -2.54035 1.47983 1.36925 0.260
H 2.48098 1.25176 -1.27503 0.438
P -0.90347 -1.12494 -0.28613 0.499
H 2.90647 -0.65286 1.20654 0.373
N -1.93290 -0.13308 -1.27145 -0.183
H -2.85461 -0.52957 -1.47655 0.264
C 1.61645 -0.43862 -0.57419 -0.143
H 0.89596 1.59188 -0.63400 0.174
N -1.28630 -0.31753 1.16267 -0.228
H -0.72829 1.61913 0.86731 0.128
```

Properties
**M**: 150.118 g mol⁻¹
**Charge**: 0
**HOMO energy**: -8.271 eV
**DFT total energy**: -20686.85724 eV
**Gap between HOMO and LUMO**: 8.395 eV